Record 1
Formula: C40H45AsGeN4NiS
Source: the Open Molecules 2025 dataset
Level of theory: wB97M-V/def2-TZVPD

Structure (ORCA input):
```
! wB97M-V def2-TZVPD RIJCOSX def2/J DEFGRID3
* xyz 1 4
Ni -0.66869 -0.10029 -0.78207
S -0.98699 1.50863 1.22026
C -1.75912 0.05386 1.73776
C -2.26279 -0.16567 3.02891
C -2.76909 -1.40108 3.35320
C -2.76842 -2.42333 2.39644
C -2.27424 -2.13685 1.14666
N -1.80519 -0.92680 0.80835
H -2.20720 0.63203 3.75348
H -3.14063 -1.58659 4.35116
H -3.13531 -3.41250 2.62493
H -2.24614 -2.89441 0.37064
C -5.29178 0.04636 -1.80464
N -4.38748 0.30266 -0.65469
C -5.08626 0.04422 0.62730
C -3.81354 1.70047 -0.71288
C -2.94391 1.84858 -1.92678
C -3.39747 2.74432 -2.89471
C -2.71747 2.91880 -4.08665
C -1.58768 2.15117 -4.31299
C -1.15207 1.25966 -3.34310
C -1.77106 1.08415 -2.09710
H -5.60820 -0.99312 -1.78514
H -4.75741 0.27397 -2.72313
H -6.15319 0.70298 -1.70212
H -3.56807 -0.31743 -0.72366
H -5.89965 0.76152 0.71264
H -4.38568 0.17451 1.44626
H -5.48095 -0.96882 0.61850
H -3.26829 1.84425 0.21968
H -4.67609 2.36787 -0.74695
H -4.30202 3.31290 -2.71084
H -3.07120 3.62507 -4.82325
H -1.04175 2.24590 -5.24226
H -0.26682 0.67960 -3.58110
C -0.69268 -4.01389 -2.00454
As -1.27660 -2.16993 -2.33041
C -3.19796 -2.48260 -2.47414
C -0.87619 -2.03751 -4.22984
H -0.67869 -4.57303 -2.93913
H -1.38820 -4.49686 -1.31847
H 0.29968 -4.04263 -1.55692
H -3.37106 -3.42530 -2.99211
H -3.64209 -1.67808 -3.05838
H -3.66756 -2.53430 -1.49126
H -1.32439 -2.88513 -4.74624
H 0.20295 -2.06336 -4.37863
H -1.27080 -1.10643 -4.62865
N 4.20310 -3.43211 -3.37672
C 3.74928 -2.40962 -3.12258
C 3.16197 -1.13689 -2.82301
C 3.78793 0.06354 -3.14196
C 3.13858 1.24144 -2.81974
C 1.90215 1.17949 -2.19670
N 1.30611 0.02734 -1.87496
C 1.92902 -1.10472 -2.18362
H 4.75200 0.06653 -3.63031
H 3.57419 2.20299 -3.04551
H 1.36189 2.08086 -1.94897
H 1.43785 -2.03039 -1.91209
C 2.86879 -1.46702 0.75484
Ge 1.66152 -0.01603 1.39759
C 1.16752 -0.51539 3.21417
C 0.99283 0.44358 4.21138
C 0.62696 0.07320 5.49471
C 0.41473 -1.26499 5.79839
C 0.58700 -2.23073 4.81857
C 0.96508 -1.85462 3.53809
C 2.63707 1.68767 1.34290
C 2.11482 2.77305 0.69029
C 2.82813 3.98359 0.55099
C 4.08154 4.09433 1.07562
C 4.66075 3.01270 1.78463
C 5.94960 3.12881 2.36092
C 6.49673 2.09704 3.06601
C 5.76876 0.90143 3.23395
C 4.52778 0.76341 2.68420
C 3.93470 1.80830 1.93202
H 3.37305 -1.90121 1.61760
H 3.62059 -1.05046 0.08593
H 2.34661 -2.27254 0.24113
H 1.14633 1.49100 3.97845
H 0.51202 0.82568 6.26294
H 0.13246 -1.55324 6.80186
H 0.43676 -3.27589 5.05489
H 1.10518 -2.62444 2.78676
H 1.11435 2.72334 0.27368
H 2.37112 4.81902 0.03552
H 4.64432 5.01468 0.97907
H 6.49133 4.05750 2.23465
H 7.47793 2.19561 3.50804
H 6.19697 0.08995 3.80630
H 3.97804 -0.15336 2.84669
*
```

Summary:
- LUMO (alpha / beta): -0.0914 / -0.1243 Eh

Löwdin atomic charge list, values in e, 4 entries:
1. Ni 0.3264
2. S 0.6954
3. C -0.7791
4. C -0.0951


Record 2
Formula: C40H45AsO4PTeV
Source: the Open Molecules 2025 dataset
Level of theory: wB97M-V/def2-TZVPD

Structure (ORCA input):
```
! wB97M-V def2-TZVPD RIJCOSX def2/J DEFGRID3
* xyz 1 4
V -0.29744 0.13985 0.03831
C 0.59429 -0.45494 -2.56544
C 1.18773 0.86584 -2.08023
O 0.18500 1.62830 -1.33366
C 0.67850 2.71127 -0.49083
C 1.37695 2.24354 0.77716
O 0.49182 1.35371 1.53524
C 1.18959 0.39295 2.39889
C 0.34993 -0.86759 2.56755
O -0.06089 -1.48478 1.31244
C 0.97422 -2.15756 0.53009
C 0.47427 -2.40091 -0.89150
O -0.08620 -1.20574 -1.51646
H 1.41102 -1.05441 -2.96833
H -0.16826 -0.29548 -3.32496
H 1.49697 1.44907 -2.94863
H 2.07401 0.69799 -1.45842
H -0.21080 3.29960 -0.27212
H 1.38076 3.31747 -1.06457
H 1.62744 3.10209 1.40092
H 2.30497 1.70493 0.55037
H 1.34246 0.85614 3.37379
H 2.16702 0.17341 1.95469
H -0.59117 -0.66419 3.07358
H 0.92739 -1.58975 3.14663
H 1.19971 -3.12037 0.99021
H 1.89749 -1.56831 0.53399
H -0.34037 -3.12173 -0.90640
H 1.31372 -2.75914 -1.48753
Te 4.07557 -0.34585 -0.13217
C 6.16828 -0.60231 -0.26049
C 6.89970 -1.02224 0.84887
C 8.27592 -1.19658 0.75571
C 8.93515 -0.95436 -0.44172
C 8.20955 -0.53419 -1.54843
C 6.83349 -0.35822 -1.46086
H 6.39417 -1.21332 1.78713
H 8.83545 -1.52360 1.62396
H 10.00652 -1.09142 -0.51299
H 8.71484 -0.34168 -2.48716
H 6.27580 -0.02926 -2.32827
C -3.37797 2.09097 -0.26822
C -4.84755 2.41482 0.01346
As -6.17193 1.68690 -1.27274
C -6.83479 0.14804 -0.25663
C -6.72386 -1.12384 -0.81129
C -7.19026 -2.23869 -0.12164
C -7.78474 -2.08594 1.12345
C -7.91922 -0.81565 1.67426
C -7.44839 0.29355 0.98636
C -7.64490 2.89999 -0.86672
C -8.72544 2.86128 -1.74565
C -9.84009 3.65981 -1.53369
C -9.88314 4.51745 -0.44204
C -8.81009 4.56703 0.43535
C -7.69686 3.76024 0.22622
P -2.74140 0.43530 0.18828
C -3.41236 0.14383 1.84617
C -2.81278 0.87528 2.87672
C -3.27404 0.76288 4.17876
C -4.32612 -0.09924 4.46624
C -4.92294 -0.82709 3.44814
C -4.47724 -0.70274 2.13723
C -3.36554 -0.80606 -0.96932
C -3.36084 -2.15258 -0.60050
C -3.66127 -3.13285 -1.53363
C -3.94455 -2.78149 -2.84846
C -3.92546 -1.44685 -3.22615
C -3.63341 -0.46120 -2.29231
H -2.74627 2.76459 0.32217
H -3.10615 2.29210 -1.30776
H -4.96136 3.49586 -0.08627
H -5.11610 2.15601 1.03931
H -6.27337 -1.25424 -1.78822
H -7.10001 -3.22293 -0.56492
H -8.16042 -2.95146 1.65506
H -8.40046 -0.69037 2.63648
H -7.57001 1.28020 1.41978
H -8.70201 2.20377 -2.60739
H -10.67233 3.61769 -2.22472
H -10.74941 5.14521 -0.27755
H -8.83619 5.23215 1.28919
H -6.88264 3.81220 0.93774
H -1.98402 1.54346 2.66063
H -2.81406 1.34347 4.96836
H -4.68206 -0.19616 5.48382
H -5.75307 -1.48675 3.66482
H -4.98382 -1.25049 1.35254
H -3.13166 -2.44096 0.41909
H -3.67558 -4.17356 -1.23546
H -4.17993 -3.54769 -3.57573
H -4.14894 -1.16661 -4.24759
H -3.63995 0.57379 -2.60657
*
```

Summary:
- LUMO (alpha / beta): -0.0933 / -0.0832 Eh

Löwdin atomic charge list, values in e, 4 entries:
1. V 0.7709
2. C -0.0967
3. C -0.1553
4. O -0.2482


Per-record largest force on an atom, eV/A: 0.59 0.93
Per-record energy above the lowest of the compared OMol25 structures with the same formula, charge and spin, eV: 0.416 1.699